No. 1
Molecular formula: C32H88O12
Method: DFT, ωB97M-V with the def2-TZVPD basis set

Element x y z (Å)
C  -5.84342  -21.03416  19.66172
C  -4.89052  -21.39799  18.52760
C  -4.83973  -20.35511  17.39066
O  -3.64065  -21.51454  19.11840
H  -6.87915  -21.06790  19.32378
H  -5.71863  -19.97459  19.88499
H  -5.74263  -21.57673  20.60168
H  -5.11655  -22.41496  18.20703
H  -4.36411  -19.40989  17.65224
H  -5.85149  -20.20901  17.01238
H  -4.23223  -20.81035  16.60848
H  -3.27733  -20.63086  19.21175
C  0.60662  -7.93366  18.84201
C  1.01407  -6.45046  18.71642
C  1.08060  -5.56712  19.92890
O  2.36629  -6.56118  18.28080
H  -0.41643  -8.03337  19.20469
H  1.27642  -8.42402  19.54840
H  0.70003  -8.40210  17.86224
H  0.46040  -5.91486  17.94527
H  1.70989  -5.94945  20.73260
H  0.05453  -5.49853  20.29022
H  1.39743  -4.53464  19.78164
H  2.63758  -5.66977  18.04972
C  -2.98316  -6.10258  6.58005
C  -3.54434  -7.32201  7.29759
C  -4.03779  -8.45518  6.39713
O  -2.64276  -7.78449  8.22890
H  -3.63526  -5.93877  5.72214
H  -1.93882  -6.07847  6.26879
H  -3.06768  -5.28184  7.29233
H  -4.34485  -6.98911  7.95825
H  -3.23495  -8.96264  5.86229
H  -4.65423  -7.94668  5.65583
H  -4.58061  -9.12495  7.06410
H  -3.12842  -8.48521  8.67017
C  -4.57301  -14.47242  1.26269
C  -5.18369  -13.68859  0.05673
C  -5.90674  -12.37816  0.41084
O  -4.11607  -13.51557  -0.84690
H  -4.16774  -13.82804  2.04284
H  -3.81585  -15.17664  0.91791
H  -5.38236  -15.04274  1.71853
H  -5.92161  -14.34695  -0.40168
H  -6.86189  -12.67647  0.84303
H  -6.04463  -11.86025  -0.53831
H  -5.26597  -11.69742  0.97129
H  -4.00268  -14.31596  -1.36472
C  -1.95953  -22.38251  4.98785
C  -1.98089  -21.30027  6.04550
C  -2.14390  -21.87955  7.43041
O  -0.68711  -20.72100  6.05907
H  -1.13323  -23.07353  5.15462
H  -1.83328  -22.02792  3.96491
H  -2.86537  -22.95317  5.19256
H  -2.66646  -20.47204  5.86632
H  -1.33548  -22.42997  7.91165
H  -3.06944  -22.44973  7.51039
H  -2.35767  -21.12049  8.18288
H  -0.64088  -20.23396  5.23308
C  -11.47044  -13.96981  13.43801
C  -10.40328  -13.40916  14.47752
C  -9.44066  -14.47140  14.99485
O  -9.66644  -12.37422  13.78242
H  -12.22324  -13.21497  13.21086
H  -12.00477  -14.89215  13.66572
H  -10.94113  -14.16961  12.50633
H  -11.02061  -12.93094  15.23800
H  -8.93400  -13.98551  15.82871
H  -8.78602  -14.74539  14.16753
H  -9.91323  -15.40917  15.28701
H  -10.29742  -11.70906  13.49778
C  2.87544  -18.11873  15.34050
C  3.79779  -19.08637  16.15793
C  5.26966  -19.00555  15.83376
O  3.75698  -18.64265  17.45665
H  2.87090  -18.29398  14.26469
H  3.04048  -17.04427  15.42034
H  1.85651  -18.34421  15.65524
H  3.42060  -20.10836  16.12143
H  5.48308  -19.38371  14.83399
H  5.91618  -19.55170  16.52068
H  5.51475  -17.94558  15.90074
H  4.36249  -19.22776  17.91775
C  -8.57763  -17.36190  8.05086
C  -9.56037  -16.58587  7.12711
C  -9.17081  -15.13457  6.92135
O  -9.60480  -17.18969  5.92845
H  -7.55301  -17.36293  7.67902
H  -8.90131  -18.40208  8.01400
H  -8.39611  -17.01489  9.06807
H  -10.60854  -16.62098  7.42414
H  -9.59967  -14.47873  7.67901
H  -9.61092  -14.78035  5.98921
H  -8.10092  -14.92634  6.93069
H  -9.90792  -18.07878  6.12651
C  -2.62189  -13.92727  10.67986
C  -3.74777  -13.54130  11.62061
C  -3.19809  -13.60499  13.07839
O  -4.09443  -12.21630  11.42547
H  -2.75531  -13.54838  9.66658
H  -2.32842  -14.97284  10.77347
H  -1.73215  -13.37800  10.98770
H  -4.58861  -14.22194  11.48707
H  -3.04402  -14.65956  13.30694
H  -3.92977  -13.23682  13.79756
H  -2.31459  -12.96928  13.13668
H  -4.93282  -12.10828  11.88047
C  -2.52005  -14.48432  20.94919
C  -1.01700  -14.83282  20.75404
C  -0.31051  -14.67146  22.09808
O  -0.92389  -16.21629  20.42549
H  -2.53998  -13.40798  21.12002
H  -2.88140  -14.99936  21.83930
H  -3.13187  -14.74155  20.08455
H  -0.58704  -14.15308  20.01838
H  0.72457  -15.00358  22.01801
H  -0.72135  -15.31542  22.87565
H  -0.30967  -13.62377  22.39880
H  -0.00338  -16.35442  20.19059
C  2.80040  -7.66761  11.46268
O  2.61960  -7.04768  10.21019
H  2.32258  -7.07089  12.23966
H  2.38901  -8.67697  11.45517
H  3.87140  -7.76481  11.64046
H  1.69347  -7.05152  9.95747
C  2.23176  -11.31308  6.16436
O  1.92141  -12.30387  5.25814
H  1.54740  -11.39694  7.00860
H  3.25892  -11.42799  6.51056
H  2.09388  -10.27656  5.85660
H  1.40366  -11.97041  4.52171

Its structure (SMILES) is CC(C)O.CC(C)O.CC(C)O.CC(C)O.CC(C)O.CC(C)O.CC(C)O.CC(C)O.CC(C)O.CC(C)O.CO.CO. The HOMO energy comes out at -9.9 eV. The relative energy (zero: lowest compared OMol25 entry of this formula, charge and spin) is 536.7 kJ/mol.

These are the Mulliken partial charges, in e, on atoms 1 to 5: -1.214, 0.353, -1.162, -0.550, 0.346

No. 2
Molecular formula: C32H90CdN5O16
Method: DFT, ωB97M-V with the def2-TZVPD basis set

Element x y z (Å)
Cd  -3.93542  -2.41110  2.02859
C  -0.66939  -1.21063  -0.22623
C  -0.86491  -1.24758  1.29737
O  -2.19844  -1.20283  1.71399
H  -0.74733  -0.19822  -0.62457
H  -1.42315  -1.82941  -0.70208
H  0.35410  -1.53809  -0.37889
H  -0.31683  -0.44782  1.81984
H  -0.32507  -2.14962  1.63284
O  -4.26268  -1.67995  3.96111
H  -4.77753  -2.02902  4.69695
H  -3.58540  -1.03355  4.34162
O  -2.67109  1.88015  1.23671
H  -2.34036  0.97160  1.22227
H  -2.02792  2.37025  1.78730
O  -3.76980  -3.04047  -0.04105
H  -2.93199  -2.58576  -0.23901
H  -4.06670  -3.43049  -0.87525
O  -2.61422  -4.17679  2.47421
H  -2.63575  -5.06546  2.10439
H  -1.69325  -4.08774  2.91395
O  -2.21934  -0.23203  4.37394
H  -2.05981  -0.18883  3.41062
H  -1.49241  -0.79360  4.73204
C  -5.36713  1.38967  -1.54931
O  -4.14102  1.59314  -2.19874
C  -3.48023  2.76219  -1.73306
C  -1.98092  2.44498  -1.70367
N  -1.49539  2.36033  -3.07540
C  -0.24571  1.61387  -3.14391
C  0.32486  1.45612  -4.52967
O  -0.69640  0.92549  -5.35999
C  -0.27190  0.64903  -6.67560
H  -5.26397  0.98368  -0.53507
H  -6.01427  0.69027  -2.08542
H  -5.95223  2.31383  -1.49031
H  -3.78086  3.03014  -0.71704
H  -3.63976  3.62143  -2.38861
H  -1.88607  1.48641  -1.17140
H  -1.42702  3.21782  -1.17062
H  -2.14244  1.77065  -3.59537
H  -0.40026  0.62024  -2.68524
H  0.52950  2.05617  -2.50377
H  1.18400  0.77230  -4.49653
H  0.67101  2.41020  -4.94543
H  -1.17498  0.31478  -7.18876
H  0.43290  -0.19200  -6.69985
H  0.16066  1.49851  -7.20805
C  1.82358  -2.12182  -3.02694
O  0.69890  -2.84426  -2.54412
C  -0.24534  -3.27080  -3.50431
C  -1.09244  -2.10431  -4.00409
N  -2.49200  -2.57308  -4.19116
C  -3.35474  -1.38589  -4.33653
C  -4.83963  -1.64960  -4.46291
O  -5.04742  -2.46572  -5.59856
C  -6.39039  -2.60669  -5.93658
H  1.59191  -1.07003  -3.19425
H  2.26447  -2.64801  -3.87775
H  2.56366  -2.18456  -2.22544
H  -0.90257  -3.95035  -2.96431
H  0.26715  -3.79180  -4.32450
H  -0.85728  -1.61676  -4.95158
H  -1.10065  -1.39079  -3.17985
H  -2.60626  -3.09029  -5.05750
H  -2.98169  -0.70161  -5.10996
H  -3.23516  -0.80905  -3.40905
H  -5.27584  -0.66063  -4.64924
H  -5.24533  -2.11673  -3.56045
H  -6.89983  -1.64767  -6.11643
H  -7.01388  -3.06453  -5.15091
H  -6.50199  -3.22577  -6.82322
C  2.31318  0.57046  -0.24807
O  3.44090  0.67126  -1.08014
C  4.62560  0.10628  -0.53843
C  5.25384  1.01694  0.49885
N  5.93292  2.11124  -0.16931
C  6.51998  3.13889  0.65072
C  7.41820  4.06529  -0.12701
O  6.61911  4.97673  -0.86527
C  7.37307  5.69207  -1.81931
H  1.45682  0.90978  -0.83613
H  2.31216  1.19184  0.65316
H  2.14411  -0.48809  -0.02281
H  5.31671  0.03477  -1.37985
H  4.47225  -0.90737  -0.14838
H  5.98651  0.43200  1.06719
H  4.49707  1.36354  1.21848
H  5.34748  2.44742  -0.92180
H  7.08119  2.69628  1.47674
H  5.74193  3.76261  1.12550
H  8.12203  3.49906  -0.74224
H  7.96210  4.67954  0.60590
H  8.08004  6.34851  -1.29367
H  6.68147  6.31328  -2.38324
H  7.94413  5.05833  -2.50315
C  3.75538  3.27750  3.92921
O  2.62245  2.61401  3.40274
C  1.56670  2.55685  4.34435
C  0.30088  2.03850  3.66111
N  -0.42914  2.95845  2.77884
C  0.40407  3.57461  1.76086
C  -0.45061  4.31562  0.72868
O  -1.39685  5.12231  1.38580
C  -2.37294  5.58263  0.46665
H  3.99504  2.98153  4.95252
H  3.63261  4.36612  3.86821
H  4.59971  3.06032  3.27248
H  1.36337  3.52178  4.82427
H  1.84307  1.80530  5.09854
H  -0.40912  1.72347  4.42801
H  0.60339  1.14832  3.09905
H  -0.77450  3.70909  3.37099
H  0.98486  2.83437  1.20514
H  1.14842  4.29916  2.11546
H  -0.89125  3.56382  0.06320
H  0.21286  4.94211  0.11760
H  -2.95861  4.74270  0.08233
H  -1.91160  6.13321  -0.35846
H  -3.04327  6.25705  0.99660
C  0.58895  -1.80742  6.38458
O  -0.60582  -1.99759  5.64459
C  -1.24149  -3.25434  5.81072
C  -0.44402  -4.39139  5.17519
N  -0.19383  -4.12786  3.75575
C  0.78987  -5.00751  3.14780
C  0.75375  -4.92152  1.62535
O  1.75515  -5.74994  1.10267
C  1.87285  -5.61855  -0.30136
H  0.87859  -0.76081  6.28697
H  1.41267  -2.38195  5.95621
H  0.46607  -1.99661  7.45190
H  -2.22135  -3.14650  5.34460
H  -1.35041  -3.49644  6.87187
H  -0.83507  -5.38178  5.39285
H  0.52013  -4.32431  5.70455
H  0.04255  -3.14370  3.67546
H  0.66600  -6.05347  3.44716
H  1.81184  -4.83215  3.51340
H  1.01561  -3.90001  1.31170
H  -0.26844  -5.15460  1.30010
H  2.57142  -6.38879  -0.62249
H  2.26523  -4.64043  -0.59531
H  0.91711  -5.78333  -0.80637

Its charge is +1. The HOMO energy comes out at -10.0 eV.

These are the Mulliken partial charges, in e, on atoms 1 to 5: 0.883, 0.966, 2.546, 0.248, -0.754

No. 3
Molecular formula: C32H90F2N9O13PbS2
Method: DFT, ωB97M-V with the def2-TZVPD basis set

Element x y z (Å)
Pb  -2.35021  1.50275  4.32252
N  -1.29437  -0.62637  1.15877
S  -1.63496  -1.78331  0.15625
O  -0.74086  -2.87895  -0.02126
O  -2.43149  -1.30776  -0.97583
F  -2.72879  -2.44218  1.14520
S  -0.08276  0.04610  0.21995
O  -0.50616  1.03684  -0.66031
O  1.18556  -0.63964  0.12313
F  0.38209  0.97799  1.51209
O  -7.16364  -3.16532  5.19699
H  -6.76798  -3.78721  4.58630
H  -7.52898  -3.71171  5.89285
C  0.30912  -8.97062  0.72319
C  1.56330  -9.46445  0.06216
C  2.77476  -9.67351  1.02416
O  3.89236  -10.07026  0.30534
C  4.85732  -10.79595  1.03999
N  1.36739  -10.73153  -0.62494
H  -0.49567  -8.68991  0.04375
H  0.63472  -8.11397  1.31329
H  -0.11494  -9.74480  1.36267
H  1.81785  -8.59806  -0.54831
H  2.47167  -10.26632  1.88718
H  3.13589  -8.70865  1.38014
H  5.66958  -11.08459  0.37290
H  4.37441  -11.58904  1.61087
H  5.25438  -10.11463  1.79249
H  2.31310  -11.07254  -0.72212
H  0.87587  -11.43059  -0.08658
C  -0.28396  -0.86922  -6.36137
C  -1.06755  -0.93978  -7.72269
C  -0.17258  -1.26831  -8.96160
O  0.77248  -0.31359  -9.30068
C  0.29356  0.62638  -10.14354
N  -2.10831  -1.95049  -7.52455
H  0.69248  -0.39923  -6.47870
H  -0.24110  -1.87294  -5.93849
H  -0.71679  -0.27997  -5.55296
H  -1.48399  0.05722  -7.86646
H  -0.76231  -1.47607  -9.85443
H  0.33320  -2.15534  -8.58018
H  0.20264  0.24645  -11.16113
H  1.10729  1.35034  -10.18649
H  -0.52770  1.23635  -9.76730
H  -2.53324  -1.95078  -6.60830
H  -1.58960  -2.81358  -7.44635
C  -11.81623  3.49328  -3.38839
C  -10.50359  4.00218  -2.75590
C  -9.28256  3.25335  -3.21163
O  -8.16834  3.67088  -2.49398
C  -7.08061  2.77062  -2.41090
N  -10.36439  5.37174  -3.12947
H  -11.87918  2.42404  -3.18629
H  -11.67001  3.68854  -4.45075
H  -12.73001  3.94804  -3.00591
H  -10.58238  4.08394  -1.67183
H  -8.99136  3.58950  -4.20678
H  -9.42269  2.17254  -3.22948
H  -7.36541  1.83755  -1.92473
H  -6.24465  3.29403  -1.94691
H  -6.64463  2.65824  -3.40357
H  -9.36961  5.54299  -3.16403
H  -10.57943  5.85282  -2.26783
C  -1.41776  8.11362  1.89203
C  -1.93271  7.28683  3.13394
C  -2.97275  8.06581  3.88907
O  -3.81962  8.84792  2.98514
C  -4.79139  9.63476  3.70896
N  -2.55384  6.08748  2.59858
H  -2.25045  8.28734  1.21045
H  -0.70249  7.47740  1.37079
H  -0.96459  9.07018  2.15230
H  -1.08932  6.94473  3.73373
H  -2.42008  8.67815  4.60161
H  -3.59078  7.39431  4.48509
H  -5.62170  9.82686  3.02943
H  -4.36411  10.54483  4.13007
H  -5.34298  9.04686  4.44259
H  -3.43879  6.47601  2.30531
H  -2.03430  6.04603  1.73345
C  -8.51753  1.90816  3.38977
C  -7.14687  2.32630  3.79885
C  -7.06279  2.81181  5.26107
O  -5.68343  2.93787  5.68072
C  -5.78046  3.26327  7.11706
N  -6.31504  1.16238  3.59958
H  -8.57600  1.73591  2.31506
H  -9.28903  2.65973  3.55724
H  -8.94205  1.10309  3.98955
H  -6.76007  3.05448  3.08594
H  -7.55064  2.06231  5.88425
H  -7.66550  3.71754  5.32825
H  -4.79371  3.15855  7.56812
H  -6.42590  2.60379  7.69724
H  -6.05775  4.29849  7.31587
H  -6.30677  0.99883  2.60295
H  -6.86200  0.36869  3.90120
C  8.00969  3.06954  2.36859
C  7.00470  4.19792  2.58262
C  5.89141  4.23700  1.54641
O  6.46466  4.20133  0.23233
C  5.90704  3.32430  -0.74968
N  6.41003  4.05001  3.89973
H  8.42149  3.31076  1.38863
H  7.56091  2.10136  2.14652
H  8.77382  3.03057  3.14492
H  7.41702  5.20126  2.47589
H  5.19530  5.04963  1.75412
H  5.37773  3.28375  1.67114
H  4.83315  3.44187  -0.89474
H  6.04875  2.25735  -0.57750
H  6.35721  3.32617  -1.74238
H  5.66360  4.71640  4.03713
H  5.97457  3.13943  3.86319
C  7.36473  -0.87610  -5.19179
C  6.07374  -1.19815  -6.08351
C  5.42325  -2.52331  -5.86325
O  4.52922  -2.43255  -4.74258
C  4.28012  -3.72970  -4.09589
N  5.17695  -0.02314  -5.90538
H  7.69905  0.12913  -5.44841
H  8.11358  -1.61316  -5.48174
H  7.08518  -0.86130  -4.13835
H  6.39189  -1.10270  -7.12167
H  6.21971  -3.26348  -5.78647
H  4.80039  -2.89605  -6.67639
H  3.44804  -3.70731  -3.39215
H  5.17708  -3.94171  -3.51399
H  3.98162  -4.44451  -4.86272
H  4.66474  -0.31325  -5.08466
H  4.52129  -0.20490  -6.65181
C  9.34336  -3.40157  5.84499
C  8.00267  -4.16461  5.73115
C  7.18549  -3.73659  4.42811
O  5.94444  -4.44123  4.62335
C  4.78021  -4.13969  3.81462
N  8.48468  -5.57714  5.65245
H  9.32514  -2.32054  5.98328
H  9.91633  -3.75959  4.98964
H  9.80382  -3.75507  6.76756
H  7.29836  -3.93086  6.52953
H  7.82958  -3.79636  3.55079
H  6.83490  -2.71027  4.53698
H  4.71857  -3.05660  3.70869
H  3.87375  -4.48561  4.31139
H  4.83332  -4.57975  2.81882
H  8.52010  -5.86783  6.61906
H  7.82882  -6.19705  5.19892

Its charge is +1. The HOMO energy comes out at -9.9 eV. The relative energy (zero: lowest compared OMol25 entry of this formula, charge and spin) is 1145.5 kJ/mol.

These are the Mulliken partial charges, in e, on atoms 1 to 5: 1.642, -0.192, 0.985, -0.491, -0.549